{"formula": "C21H43BO2P2W", "method": "ωB97M-V/def2-TZVPD", "species": ["P", "P", "C", "C", "H", "H", "H", "H", "C", "H", "H", "H", "C", "H", "H", "H", "C", "H", "H", "H", "C", "H", "H", "H", "W", "C", "C", "C", "C", "C", "C", "C", "C", "C", "H", "H", "H", "H", "H", "H", "H", "H", "H", "H", "H", "H", "H", "H", "H", "C", "C", "C", "O", "B", "O", "C", "C", "C", "H", "H", "H", "H", "H", "H", "H", "H", "H", "H", "H", "H"], "coordinates": [[-0.13909, -2.44131, -3.05856], [-0.29023, 0.88747, -3.17330], [-0.72974, -1.46124, -4.47278], [0.09577, -0.18690, -4.59467], [-1.81880, -1.30165, -4.34814], [-0.52289, -2.20108, -5.24357], [1.19216, -0.33891, -4.57687], [-0.20077, 0.34745, -5.49547], [-1.78041, 1.84817, -3.74835], [-2.11844, 2.56436, -2.98226], [-2.62631, 1.19444, -3.99187], [-1.52234, 2.42942, -4.64311], [0.85108, 2.34264, -3.49138], [0.51254, 2.91427, -4.37050], [1.88434, 2.01676, -3.67978], [0.83886, 3.03065, -2.62881], [-1.42134, -3.78068, -2.91888], [-1.31115, -4.45026, -2.05227], [-1.08070, -4.30992, -3.80414], [-2.46247, -3.47970, -3.04913], [1.43354, -3.05552, -3.57614], [2.09116, -2.15561, -3.59206], [1.12290, -3.44107, -4.56759], [1.77466, -3.82952, -2.85233], [-1.01009, -2.01067, -1.10316], [1.75465, 2.07321, 0.35348], [0.44096, 2.08977, 0.50864], [-0.64093, 1.49360, -0.39763], [-1.03534, -0.02301, -0.73382], [0.97530, -0.80655, -1.61787], [2.27891, -0.81872, -1.32857], [2.91110, 0.52211, -1.43744], [2.92735, 1.13027, -0.02962], [-0.38543, -2.42006, 0.86933], [2.20427, 3.01849, 0.75738], [-0.02546, 2.74669, 1.25527], [-0.32844, 1.89892, -1.40800], [-1.58753, 2.01828, -0.13309], [-1.48804, -0.36860, 0.25489], [-1.89831, -0.06802, -1.48558], [0.11914, -3.31138, -1.09474], [2.81018, -1.65124, -0.85125], [2.30303, 1.16078, -2.10790], [3.91428, 0.47405, -1.92156], [3.09922, 0.26271, 0.65134], [3.82234, 1.79090, 0.02614], [-0.25281, -1.29730, 1.42639], [0.57633, -2.94462, 0.83150], [-0.99271, -2.92943, 1.65608], [-1.05053, -1.06642, 5.41341], [-1.32716, 0.15394, 4.52215], [-2.45944, 0.92109, 5.18129], [-1.70973, -0.34690, 3.21961], [-0.55221, -0.33175, 2.44530], [0.49540, 0.36836, 3.01480], [-0.02959, 1.00538, 4.19682], [-0.32554, 2.46611, 3.86855], [1.07148, 0.97237, 5.23186], [-0.80308, -0.78983, 6.44960], [-0.22906, -1.69346, 5.02607], [-1.95855, -1.68654, 5.44298], [-3.33521, 0.27841, 5.32837], [-2.16305, 1.28710, 6.18106], [-2.76929, 1.81370, 4.61516], [-0.58983, 3.03803, 4.77109], [0.56537, 2.94975, 3.42885], [-1.15686, 2.58102, 3.14792], [1.35326, -0.06036, 5.47332], [1.95651, 1.50253, 4.85747], [0.75284, 1.46504, 6.15611]], "forces_ev_per_a": [[0.9, -0.6, -1.1], [0.9, 1.7, -1.7], [0.3, -0.4, 0.8], [-0.2, 0.4, -0.4], [0.5, 0.1, -0.4], [-0.4, 0.2, -0.7], [-0.6, -0.1, -0.2], [0.3, -0.1, -0.3], [-0.5, -0.2, 0.0], [0.2, -0.3, -0.1], [0.1, 0.1, 0.1], [-0.1, -0.2, 0.2], [0.2, -0.2, -0.1], [0.1, -0.3, 0.3], [-0.4, 0.2, 0.0], [0.1, -0.3, -0.3], [-0.4, -0.2, -0.3], [0.0, 0.1, -0.4], [-0.5, -0.7, -0.2], [0.0, -0.1, -0.4], [-0.2, -0.3, 0.0], [-0.3, -1.1, -0.3], [1.2, -0.2, 0.2], [0.0, 0.5, -0.8], [1.8, 2.2, 2.6], [2.1, 0.8, 1.4], [-1.2, -1.0, -0.5], [-0.4, -0.6, -1.6], [-1.8, 1.1, 3.1], [-0.2, -1.1, 0.2], [-1.8, -0.3, 0.0], [0.6, 0.7, -1.2], [0.4, 0.8, -0.7], [0.3, -1.1, 0.3], [-0.3, -1.1, 0.4], [0.6, 0.3, -0.8], [-0.6, -0.1, 1.4], [0.5, -0.6, -0.2], [-0.6, 0.3, 0.0], [0.0, 0.3, 0.4], [-0.1, 0.5, 0.0], [-0.1, 0.2, -0.1], [0.5, -0.5, 0.6], [-0.5, 0.0, 0.6], [-0.4, 1.0, 0.2], [-0.5, -0.6, 0.2], [0.2, 0.5, 0.2], [0.1, 0.8, 0.8], [-0.1, 0.4, -0.8], [0.2, -0.4, -0.2], [0.7, 0.3, 1.6], [-0.3, 0.8, -0.1], [1.1, -0.7, -2.7], [0.1, 0.9, 3.5], [-1.1, -1.8, -2.4], [-0.5, 0.8, 1.0], [-0.3, 0.5, -0.4], [0.2, -0.5, 0.4], [-0.1, 0.1, -0.4], [-0.2, 0.2, 0.1], [0.3, 0.2, 0.0], [0.2, 0.1, -0.1], [0.1, -0.3, -0.4], [0.1, -0.4, 0.1], [0.1, -0.3, -0.3], [-0.3, -0.3, 0.3], [0.3, -0.1, 0.3], [0.0, 0.3, -0.1], [-0.3, -0.1, 0.0], [0.0, -0.1, -0.1]], "nbo_charge": [1.40, 1.00, -0.74, -0.77, 0.26, 0.26, 0.25, 0.26, -0.96, 0.26, 0.23, 0.25, -0.94, 0.25, 0.24, 0.25, -1.05, 0.29, 0.32, 0.28, -0.98, 0.29, 0.26, 0.29, 0.65, -0.15, -0.22, -0.46, -0.55, -0.11, -0.41, -0.42, -0.44, -0.67, 0.22, 0.24, 0.23, 0.25, 0.21, 0.22, 0.00, 0.24, 0.22, 0.24, 0.23, 0.25, -0.01, 0.27, 0.27, -0.64, 0.24, -0.64, -0.74, 1.24, -0.73, 0.26, -0.65, -0.64, 0.24, 0.21, 0.24, 0.24, 0.24, 0.23, 0.25, 0.23, 0.21, 0.23, 0.24, 0.24], "homo_ha": [-0.477, -0.518], "s_squared": 2.0287, "gap_ha": [0.204, 0.230], "energy_ha": -1750.074929, "multiplicity": 3, "charge": 2, "e_lumo_ev": [-7.43, -7.84], "de_lowest_ev": 7.020, "fmax_ev_per_a": 3.853}